1.
The following is a DFT calculation (wB97M-V/def2-TZVPD) of a single C5H8N2 molecule.

## Properties
electronic energy: -304.69362 a.u.
LUMO level (alpha / beta): 0.88 / 1.00 eV
HOMO level (alpha / beta): -6.294 / -6.474 eV

Structure (XYZ):
```
15
C5H8N2, DFT wB97M-V/def2-TZVPD
C -1.284 -1.203 0.465
N -0.311 -0.717 -0.299
C 1.013 -1.279 -0.239
C 1.840 -0.293 0.084
C 0.979 0.938 0.222
C -0.189 0.596 -0.672
N -1.374 1.365 -0.494
H -2.115 -0.552 0.685
H -1.227 -2.223 0.811
H 0.493 0.808 1.228
H 1.148 -2.343 -0.388
H 2.903 -0.362 0.273
H 1.444 1.921 0.158
H -2.117 1.013 -1.091
H -1.203 2.331 -0.744
```

=====

2.
The following is a DFT calculation (wB97M-V/def2-TZVPD) of 2 unconnected molecules or ions with the total composition C8H7BrF3NO at a distorted geometry.

## Properties
electronic energy: -3312.66116 a.u.
LUMO level: 0.00 eV
HOMO level: -9.531 eV

Structure (XYZ):
```
21
C8H7BrF3NO, DFT wB97M-V/def2-TZVPD
C -0.298 -1.112 1.306
C -1.650 -0.296 -0.534
C -1.193 -2.127 1.600
C -2.609 -1.246 -0.192
C -0.444 -0.250 0.219
C -2.338 -2.152 0.862
C 0.691 0.667 -0.072
C 4.543 1.891 0.261
N 0.601 1.349 -1.296
O 1.629 0.794 0.710
F 4.657 1.392 -0.954
F 4.371 3.211 0.118
F 5.769 1.736 0.847
Br -3.785 -3.368 1.238
H 0.525 -0.997 1.843
H -2.067 0.302 -1.359
H -0.966 -2.775 2.340
H -3.484 -1.148 -0.775
H -0.226 1.311 -1.794
H 1.407 1.860 -1.510
H 3.910 1.524 1.047
```

=====

3.
The following is a DFT calculation (wB97M-V/def2-TZVPD) of a molecular structure, C18H45BF4KN3O6 at a distorted geometry.

## Properties
electronic energy: -2352.81733 a.u.
LUMO level: -0.08 eV
HOMO level: -8.356 eV

Structure (XYZ):
```
78
C18H45BF4KN3O6, DFT wB97M-V/def2-TZVPD
K -7.557 -24.200 -17.067
B -7.699 -24.731 -13.900
F -7.576 -25.798 -14.770
F -6.525 -24.644 -13.073
F -7.808 -23.618 -14.663
F -8.858 -24.806 -13.147
C -10.222 -19.208 -18.801
O -10.602 -20.561 -18.843
C -9.460 -21.360 -18.426
C -8.791 -21.061 -17.004
N -7.348 -21.378 -16.870
C -6.845 -20.815 -15.635
C -5.400 -21.279 -15.436
O -4.937 -20.848 -14.171
C -5.265 -21.769 -13.135
H -10.882 -18.549 -19.290
H -9.365 -19.100 -19.404
H -10.030 -18.853 -17.758
H -8.593 -21.209 -19.151
H -9.640 -22.472 -18.428
H -9.287 -21.601 -16.225
H -8.951 -20.120 -16.582
H -6.924 -20.796 -17.656
H -7.494 -21.100 -14.795
H -6.942 -19.708 -15.555
H -4.787 -20.893 -16.240
H -5.258 -22.333 -15.511
H -4.866 -22.768 -13.454
H -6.373 -21.925 -13.138
H -4.904 -21.362 -12.140
C -3.022 -20.462 -18.719
O -3.014 -21.761 -18.962
C -4.049 -22.475 -18.284
C -4.025 -23.878 -18.827
N -4.935 -24.587 -17.972
C -5.163 -25.949 -18.612
C -5.950 -26.909 -17.682
O -7.263 -26.530 -17.956
C -8.259 -27.361 -17.478
H -4.019 -20.131 -18.936
H -2.243 -20.178 -19.471
H -2.500 -20.210 -17.800
H -5.027 -22.013 -18.352
H -3.832 -22.520 -17.190
H -3.037 -24.218 -18.563
H -4.164 -23.942 -19.909
H -4.461 -24.930 -17.181
H -4.243 -26.439 -18.841
H -5.708 -25.830 -19.570
H -5.766 -26.773 -16.668
H -5.864 -27.976 -17.861
H -7.939 -28.488 -17.472
H -9.195 -27.235 -18.097
H -8.517 -27.034 -16.450
C -10.386 -29.823 -12.164
O -11.205 -28.782 -12.626
C -10.483 -27.898 -13.432
C -11.548 -26.847 -13.746
N -11.119 -25.632 -14.523
C -11.242 -25.853 -15.900
C -10.863 -24.496 -16.599
O -10.110 -24.754 -17.767
C -10.850 -25.051 -18.908
H -9.652 -29.272 -11.563
H -9.883 -30.306 -12.976
H -10.804 -30.479 -11.393
H -10.123 -28.344 -14.264
H -9.578 -27.364 -13.029
H -11.913 -26.379 -12.815
H -12.428 -27.212 -14.139
H -10.157 -25.493 -14.301
H -12.269 -26.045 -16.187
H -10.606 -26.749 -16.142
H -10.201 -23.956 -15.916
H -11.792 -23.945 -16.880
H -11.704 -25.805 -18.717
H -10.236 -25.298 -19.723
H -11.394 -24.161 -19.258
```

=====

4.
The following is a DFT calculation (wB97M-V/def2-TZVPD) of a molecular structure, C2H8NO2P at a distorted geometry.

## Properties
electronic energy: -627.47372 a.u.
LUMO level: 0.66 eV
HOMO level: -7.962 eV

Structure (XYZ):
```
14
C2H8NO2P, DFT wB97M-V/def2-TZVPD
C -0.077 1.106 -1.607
C -0.524 0.671 1.440
N 0.726 -1.457 -0.295
O -1.602 -1.064 -0.498
O 1.953 -1.270 0.512
P -0.345 -0.239 -0.260
H -1.024 1.547 -1.834
H 0.571 1.794 -1.004
H 0.457 0.625 -2.381
H 0.328 1.339 1.633
H -1.433 1.212 1.555
H -0.435 -0.131 2.138
H -1.074 -2.055 0.138
H 2.480 -2.078 0.463
```

=====

5.
The following is a DFT calculation (wB97M-V/def2-TZVPD) of 10 unconnected molecules or ions with the total composition C48H125N9O15 at a distorted geometry.

## Properties
electronic energy: -3524.78387 a.u.
LUMO level: 0.34 eV
HOMO level: -8.499 eV

Structure (XYZ):
```
197
C48H125N9O15, DFT wB97M-V/def2-TZVPD
C -0.864 3.743 4.727
C -2.035 3.135 3.992
C -2.325 1.614 4.164
O -1.250 0.822 3.633
C -1.568 -0.615 3.561
N -3.228 3.881 4.326
H -0.895 3.706 5.815
H -0.644 4.779 4.468
H -0.021 3.121 4.426
H -1.906 3.380 2.938
H -3.268 1.298 3.718
H -2.303 1.358 5.223
H -2.417 -0.862 2.924
H -1.793 -0.975 4.565
H -0.624 -1.024 3.201
H -3.045 4.872 4.256
H -3.502 3.770 5.292
C -4.792 -2.922 -0.172
C -4.102 -4.285 -0.054
C -2.750 -4.190 0.735
O -1.896 -3.375 -0.019
C -0.657 -3.151 0.588
N -4.926 -5.115 0.761
H -4.818 -2.367 0.766
H -5.781 -2.919 -0.630
H -4.208 -2.332 -0.878
H -4.007 -4.690 -1.062
H -2.268 -5.159 0.862
H -2.968 -3.811 1.733
H 0.001 -3.998 0.783
H -0.689 -2.466 1.435
H -0.119 -2.703 -0.248
H -4.370 -5.905 1.054
H -4.799 -4.590 1.615
C 2.083 4.822 -2.878
C 1.267 3.824 -2.015
C -0.238 4.007 -2.257
O -0.679 5.208 -1.639
C -2.035 5.490 -2.074
N 1.647 2.470 -2.403
H 3.155 4.709 -2.719
H 1.720 5.813 -2.604
H 1.931 4.659 -3.945
H 1.464 4.015 -0.960
H -0.761 3.224 -1.709
H -0.451 3.771 -3.299
H -2.676 4.643 -1.828
H -2.084 5.669 -3.148
H -2.419 6.375 -1.565
H 2.565 2.298 -2.019
H 1.054 1.779 -1.966
C 1.742 -0.549 0.610
C 1.156 0.881 0.630
C -0.239 0.947 -0.004
O -0.133 0.676 -1.416
C -1.341 0.172 -1.955
N 1.088 1.371 2.002
H 2.831 -0.573 0.623
H 1.454 -1.019 -0.330
H 1.313 -1.098 1.448
H 1.856 1.523 0.095
H -0.841 1.850 0.094
H -0.790 0.168 0.523
H -1.127 -0.181 -2.964
H -2.137 0.916 -1.970
H -1.629 -0.684 -1.345
H 0.903 2.364 1.999
H 0.274 0.977 2.452
C -3.958 0.630 0.568
C -3.613 2.106 0.373
O -4.862 2.747 0.544
H -4.867 0.333 0.045
H -4.125 0.465 1.633
H -3.137 -0.017 0.258
H -3.259 2.352 -0.628
H -2.799 2.478 0.996
H -5.059 2.729 1.483
C -0.220 4.814 1.333
O 0.924 4.069 1.852
C 1.896 4.945 2.372
C 2.995 5.193 1.401
N 3.671 3.893 1.111
C 4.687 3.870 0.067
C 5.066 2.466 -0.295
O 4.088 1.856 -1.098
C 4.443 0.511 -1.412
H -0.580 5.438 2.151
H -1.048 4.205 0.971
H 0.008 5.598 0.611
H 2.316 4.422 3.231
H 1.559 5.943 2.650
H 3.712 5.865 1.872
H 2.643 5.714 0.510
H 2.917 3.268 0.864
H 5.608 4.415 0.269
H 4.332 4.460 -0.779
H 5.122 1.809 0.573
H 6.027 2.303 -0.783
H 4.907 0.031 -0.550
H 5.178 0.496 -2.217
H 3.551 -0.032 -1.725
C -1.100 0.738 -11.400
O -0.101 0.416 -10.457
C 1.083 1.205 -10.585
C 2.199 0.879 -9.559
N 1.795 1.260 -8.210
C 2.936 1.203 -7.378
C 2.546 1.305 -5.905
O 1.854 0.076 -5.741
C 1.559 -0.175 -4.361
H -1.461 1.763 -11.310
H -2.000 0.152 -11.216
H -0.796 0.515 -12.422
H 0.934 2.280 -10.477
H 1.473 1.211 -11.603
H 3.111 1.326 -9.954
H 2.367 -0.198 -9.572
H 1.221 0.509 -7.856
H 3.607 2.011 -7.670
H 3.450 0.255 -7.534
H 1.867 2.130 -5.691
H 3.464 1.449 -5.335
H 1.394 -1.242 -4.208
H 0.709 0.420 -4.026
H 2.403 0.036 -3.705
C 2.992 -3.577 2.666
O 3.102 -3.443 4.114
C 4.057 -4.249 4.733
C 3.451 -5.650 4.888
N 4.325 -6.671 5.486
C 5.275 -7.299 4.549
C 5.927 -8.619 5.046
O 4.941 -9.588 5.403
C 3.965 -9.823 4.428
H 3.878 -3.169 2.178
H 2.091 -3.036 2.377
H 2.813 -4.613 2.379
H 4.335 -3.786 5.680
H 4.999 -4.201 4.187
H 2.918 -6.016 4.010
H 2.650 -5.381 5.576
H 3.803 -7.409 5.937
H 6.057 -6.604 4.243
H 4.752 -7.462 3.607
H 6.666 -8.513 5.840
H 6.566 -9.010 4.253
H 3.218 -9.030 4.454
H 3.442 -10.719 4.762
H 4.340 -9.902 3.408
C -2.606 -3.282 -3.482
O -3.718 -3.167 -4.361
C -4.886 -2.680 -3.736
C -6.059 -2.699 -4.736
N -7.182 -1.854 -4.272
C -8.395 -1.898 -5.079
C -9.572 -1.285 -4.265
O -10.118 -2.202 -3.326
C -11.130 -1.521 -2.559
H -1.741 -3.604 -4.062
H -2.718 -4.056 -2.723
H -2.350 -2.275 -3.154
H -4.675 -1.644 -3.472
H -5.276 -3.320 -2.944
H -6.318 -3.716 -5.031
H -5.709 -2.311 -5.692
H -7.542 -2.255 -3.418
H -8.642 -2.941 -5.280
H -8.196 -1.458 -6.056
H -10.366 -1.134 -4.996
H -9.335 -0.297 -3.871
H -11.604 -2.184 -1.835
H -11.950 -1.178 -3.191
H -10.740 -0.649 -2.033
C 3.490 4.210 5.944
O 4.825 3.691 5.925
C 5.201 3.194 4.690
C 4.160 2.205 4.046
N 4.003 1.046 4.907
C 2.780 0.358 4.447
C 2.466 -0.652 5.618
O 1.884 -0.046 6.778
C 0.547 0.399 6.575
H 2.740 3.423 6.023
H 3.208 4.955 5.201
H 3.356 4.663 6.926
H 6.185 2.750 4.837
H 5.425 4.001 3.993
H 4.535 1.931 3.060
H 3.262 2.788 3.841
H 3.797 1.324 5.856
H 2.922 -0.208 3.526
H 1.950 1.046 4.288
H 3.389 -1.131 5.944
H 1.862 -1.490 5.270
H -0.078 -0.358 6.102
H 0.515 1.305 5.970
H 0.113 0.532 7.566
```